A 2-piece molecular cluster, C11H10BrF7INO4S3 overall in a non-equilibrium geometry. Source: the Open Molecules 2025 dataset; level of theory: the ωB97M-V functional and the def2-TZVPD basis.

Values from the calculation:
HOMO energy   -8.92 eV
Frontier orbital gap   4.51 eV

Geometry (Å):
I  0.140  1.111  1.176
Br  0.380  -2.666  1.689
S  -0.891  -2.909  -0.194
S  -3.519  1.683  3.224
S  -2.867  2.325  5.656
F  4.707  1.999  -0.410
F  0.979  -4.290  -1.586
F  -0.751  -3.276  -2.874
F  -1.755  1.796  6.681
F  -4.950  1.373  3.857
F  5.964  0.147  -1.263
F  4.747  -0.208  0.763
O  -4.080  1.996  6.397
O  -3.450  0.668  2.173
O  -3.679  3.044  2.728
O  -2.516  3.740  5.600
N  -2.517  1.436  4.410
C  -0.513  0.920  -0.884
C  3.341  0.678  -2.980
C  0.179  -3.014  -1.712
C  3.468  -0.054  -1.499
C  1.246  -1.825  -1.983
C  4.700  0.521  -0.528
C  1.146  -1.077  -3.478
C  -1.965  -1.338  -0.146
C  -1.618  -0.207  -1.240
C  2.449  -1.289  -1.014
C  2.148  0.138  -3.966
H  -3.059  -1.743  -0.409
H  2.618  -1.787  0.029
H  0.470  0.820  -1.555
H  -0.972  1.976  -1.203
H  -2.031  -1.007  0.974
H  4.069  1.527  -3.355
H  0.328  -1.420  -4.267
H  2.031  0.598  -5.056
H  -1.342  -0.756  -2.264
H  -2.635  0.367  -1.492